1.
Entry from OMol25: an isolated molecule of C22H20FN3O3 at a distorted geometry (ωB97M-V/def2-TZVPD).

Cartesian coordinates (Å):
C 7.5585 1.9528 3.5454
C 6.1990 1.6696 2.9885
C 5.6361 0.4005 2.9871
C 4.3801 0.1536 2.4642
C 3.6367 1.1952 1.9179
N 2.3669 1.0237 1.3648
C 1.6018 -0.1099 1.3133
O 1.9242 -1.1783 1.7859
C 0.2941 0.0850 0.6242
C 0.0980 0.9834 -0.4361
C -1.1216 1.0996 -1.0458
C -2.2419 0.3380 -0.6400
N -3.4392 0.4809 -1.2180
C -3.7513 1.1622 -2.4470
C -4.8036 0.3515 -3.2162
C -4.2513 -1.0050 -3.5628
C -4.5016 -2.1050 -2.7525
C -3.9347 -3.3340 -3.0428
C -3.1136 -3.4782 -4.1474
C -2.8636 -2.3882 -4.9639
C -3.4271 -1.1596 -4.6705
C -2.0298 -0.5785 0.4295
N -3.0513 -1.4248 0.9303
O -2.7608 -2.2514 1.7704
O -4.1983 -1.2974 0.5012
C -0.7722 -0.6958 1.0210
C 4.1771 2.4801 1.9063
C 5.4327 2.6888 2.4349
F 5.9328 3.9466 2.4096
H 7.9725 1.0670 4.0186
H 7.5079 2.7579 4.2771
H 8.2312 2.2752 2.7508
H 6.1978 -0.4195 3.4086
H 3.9683 -0.8408 2.4801
H 1.9493 1.8724 1.0101
H 0.9204 1.5777 -0.8086
H -1.2394 1.8049 -1.8523
H -4.1798 -0.0978 -0.8253
H -2.8541 1.2560 -3.0634
H -4.1374 2.1676 -2.2330
H -5.6986 0.2493 -2.6002
H -5.0690 0.8965 -4.1235
H -5.1426 -2.0069 -1.8882
H -4.1347 -4.1794 -2.4017
H -2.6714 -4.4370 -4.3734
H -2.2273 -2.4951 -5.8302
H -3.2293 -0.3108 -5.3108
H -0.6367 -1.4137 1.8166
H 3.6320 3.3156 1.4926

Frontier orbital gap: 0.2843 hartree
2S+1: 1
ΔE to the lowest compared entry with this formula, charge and spin: 80.7 kcal/mol
LUMO energy: -0.58 eV
Electronic energy: -36467.40752 eV
HOMO: -8.3 eV
SMILES: Cc1ccc(NC(=O)c2ccc(NCCc3ccccc3)c([N+](=O)[O-])c2)cc1F

Here are the Löwdin charges for atoms 1 to 4, given in e: -0.0371 -0.2202 -0.0268 -0.0074



2.
Entry from OMol25: a structure of composition C28H70FN10O15P2Si2 at a distorted geometry (ωB97M-V/def2-TZVPD).

Cartesian coordinates (Å):
N -6.2743 -5.7908 0.4387
P -5.8688 -4.2665 0.9248
Si -3.7455 -4.3730 1.4970
O -2.7865 -4.4234 0.0241
Si -2.9591 -2.7701 -0.6439
F -1.5325 -1.7866 -0.2941
C -3.1755 -2.8346 2.5051
O -3.9640 -1.8233 2.9194
O -1.7370 -2.7347 2.8456
P -3.4804 -6.1479 2.7620
O -3.6207 -7.4173 1.8272
O -4.6949 -6.0852 4.0503
O -1.8366 -6.1126 3.3661
H -6.6123 -5.7409 -0.5679
H -6.6627 -3.9100 2.0667
H -6.1450 -3.4005 -0.1934
H -4.1183 -2.0654 -0.0630
H -3.1149 -2.9232 -2.0891
H -5.4110 -5.4773 3.6691
H -1.3965 -6.8984 2.9215
C -0.0241 -1.3891 -2.4567
C 0.1110 -1.8875 -3.8684
O -0.8628 -2.0381 -4.6034
N 1.3601 -2.1768 -4.3318
C 2.6193 -2.0687 -3.6337
H -1.0790 -1.2027 -2.2346
H 0.3482 -2.1415 -1.7565
H 0.5246 -0.4512 -2.3365
H 1.3673 -2.5064 -5.2902
H 3.2586 -1.3813 -4.1929
H 3.0837 -3.0577 -3.6176
H 2.4999 -1.7057 -2.6120
C 0.6383 2.0923 0.2943
C 1.3399 2.1937 -1.0313
O 0.8769 1.6941 -2.0547
N 2.5259 2.8642 -1.0819
C 3.2308 3.5156 -0.0033
H -0.2921 1.5296 0.1730
H 1.2700 1.5638 1.0130
H 0.3917 3.0908 0.6648
H 2.9351 2.8883 -2.0088
H 3.3474 4.5704 -0.2632
H 4.2184 3.0559 0.0822
H 2.7059 3.4308 0.9492
C -4.1195 -0.9569 5.8992
C -3.7144 0.3057 6.6073
O -4.5165 1.2065 6.8454
N -2.4129 0.4394 6.9904
C -1.3269 -0.4940 6.8061
H -5.1859 -0.9147 5.6586
H -3.5590 -1.0594 4.9663
H -3.9457 -1.8211 6.5457
H -2.2199 1.3163 7.4606
H -0.9307 -0.7514 7.7913
H -0.5472 0.0040 6.2248
H -1.6410 -1.4028 6.2909
C -0.3344 -0.8551 -7.7697
C 0.3672 -0.7538 -9.0953
O -0.0958 -1.2534 -10.1187
N 1.5531 -0.0833 -9.1460
C 2.2580 0.5681 -8.0674
H -1.2648 -1.4178 -7.8910
H 0.2973 -1.3837 -7.0510
H -0.5810 0.1433 -7.3992
H 1.9624 -0.0592 -10.0729
H 2.3746 1.6230 -8.3272
H 3.2456 0.1084 -7.9818
H 1.7331 0.4833 -7.1149
C 5.0832 3.2116 4.4142
C 5.2184 2.7131 3.0025
O 4.2446 2.5625 2.2674
N 6.4675 2.4238 2.5391
C 7.7267 2.5320 3.2372
H 4.0283 3.3979 4.6363
H 5.4556 2.4592 5.1144
H 5.6319 4.1494 4.5344
H 6.4747 2.0942 1.5807
H 8.3660 3.2193 2.6780
H 8.1910 1.5430 3.2533
H 7.6073 2.8949 4.2589
C 3.3208 7.4533 2.9528
C 4.2913 7.6868 1.8287
O 5.4869 7.4204 1.9327
N 3.8134 8.2112 0.6646
C 2.4568 8.5884 0.3451
H 3.8515 7.0324 3.8119
H 2.8662 8.3995 3.2578
H 2.5507 6.7428 2.6411
H 4.5281 8.3383 -0.0427
H 2.1394 8.0073 -0.5241
H 2.4523 9.6504 0.0876
H 1.7688 8.4114 1.1728
C -7.7120 -10.5453 3.3844
C -6.6330 -9.5217 3.1660
O -6.8808 -8.3893 2.7566
N -5.3448 -9.8773 3.4355
C -4.8502 -11.1447 3.9191
H -8.6832 -10.1129 3.1260
H -7.5396 -11.4139 2.7435
H -7.7366 -10.8453 4.4353
H -4.6778 -9.1339 3.2634
H -4.3326 -10.9676 4.8649
H -4.1374 -11.5316 3.1870
H -5.6479 -11.8731 4.0710
C 2.5007 12.6502 0.2437
C 1.0704 12.3114 -0.0712
O 0.6810 11.1493 -0.1676
N 0.1911 13.3372 -0.2525
C 0.4471 14.7565 -0.1825
H 3.0775 11.7279 0.3601
H 2.9373 13.2292 -0.5744
H 2.5552 13.2117 1.1801
H -0.7512 13.0274 -0.4608
H -0.1964 15.1789 0.5928
H 0.1826 15.1962 -1.1472
H 1.4896 14.9813 0.0467
C 0.3751 -5.5061 -4.5770
C 1.7180 -6.0441 -4.9857
O 2.7610 -5.4316 -4.7654
N 1.7622 -7.2503 -5.6193
C 0.6616 -8.1178 -5.9671
H 0.5042 -4.5379 -4.0841
H -0.2552 -5.3631 -5.4586
H -0.1040 -6.1908 -3.8724
H 2.7017 -7.5433 -5.8617
H 0.8218 -9.0811 -5.4771
H 0.6718 -8.2601 -7.0504
H -0.3032 -7.7099 -5.6624

Frontier orbital gap: 0.2402 hartree
2S+1: 1
LUMO energy: 1.43 eV
Electronic energy: -112841.06609 eV
HOMO: -5.1 eV
Net charge: -1

Here are the Löwdin charges for atoms 1 to 4, given in e: -0.3881 0.5903 0.3409 -0.4003



3.
Entry from OMol25: a structure of composition C32H33Cr2N6O4 at a distorted geometry (ωB97M-V/def2-TZVPD).

Cartesian coordinates (Å):
Cr -0.3082 -3.6547 0.9606
Cr -1.7688 -2.1437 3.4562
C -0.4114 -0.4220 0.7206
O -0.7180 -1.6253 1.3777
H -0.1418 -0.6282 -0.3257
H -1.2340 0.2924 0.7561
H 0.5318 0.0270 1.0648
C -1.2611 -4.7438 2.9611
O -0.5777 -3.8589 3.6641
O -0.6913 -5.4910 2.0915
O -2.1243 -3.9719 2.3811
N 4.1759 2.7557 3.6525
C 4.4972 3.2446 2.4541
C 4.2287 2.6101 1.2502
C 3.5283 1.4072 1.3234
C 3.1308 0.9028 2.5601
C 3.4923 1.6126 3.7021
H 5.1715 4.0895 2.5460
H 4.5558 2.9974 0.2967
H 3.2761 1.0176 0.3427
H 2.5823 -0.0264 2.6392
H 3.2855 1.2158 4.6883
N 2.7214 3.4682 -3.8027
C 2.5111 3.6266 -2.4996
C 1.7984 2.7044 -1.7457
C 1.2567 1.6084 -2.4080
C 1.2927 1.5612 -3.7978
C 2.1191 2.4563 -4.4507
H 3.0673 4.4724 -2.1104
H 1.7810 2.7448 -0.6642
H 0.6966 0.8955 -1.8173
H 0.7716 0.7402 -4.2718
H 2.2764 2.5195 -5.5192
N 1.8185 -3.5119 1.6636
C 2.6736 -2.5612 1.2334
C 4.0282 -2.5106 1.5210
C 4.5461 -3.5037 2.3243
C 3.6913 -4.4647 2.8655
C 2.3512 -4.3797 2.5434
H 2.2419 -1.7722 0.6276
H 4.6010 -1.6761 1.1440
H 5.6067 -3.5616 2.5337
H 4.1776 -5.3005 3.3456
H 1.6700 -5.1178 2.9494
N -1.9947 -3.8122 -0.5659
C -2.7235 -4.9512 -0.5332
C -3.9273 -5.0907 -1.1810
C -4.4936 -3.9659 -1.7368
C -3.8078 -2.7809 -1.7611
C -2.5753 -2.7337 -1.1345
H -2.2572 -5.7960 -0.0421
H -4.4825 -6.0175 -1.1998
H -5.4563 -4.0298 -2.2315
H -4.2027 -1.8661 -2.1821
H -1.9371 -1.8614 -1.0722
N -2.9006 3.5053 1.1407
C -2.7626 4.7781 0.7491
C -1.5927 5.5090 0.8590
C -0.4975 4.9388 1.4974
C -0.6426 3.6601 2.0257
C -1.8527 3.0154 1.8120
H -3.6108 5.2268 0.2458
H -1.5352 6.5157 0.4708
H 0.4061 5.5319 1.5449
H 0.1223 3.1220 2.5681
H -1.8994 1.9810 2.1376
N -1.9607 0.3459 -2.6406
C -2.7320 1.1444 -1.8798
C -3.8953 1.7149 -2.3726
C -4.2453 1.5141 -3.7123
C -3.4607 0.6705 -4.4646
C -2.3199 0.1190 -3.8977
H -2.5007 1.3687 -0.8459
H -4.4880 2.4055 -1.7871
H -5.1184 1.9934 -4.1328
H -3.8046 0.4410 -5.4653
H -1.7688 -0.6405 -4.4395

Frontier orbital gap (alpha / beta): 0.2550 / 0.2595 hartree
2S+1: 9
ΔE to the lowest compared entry with this formula, charge and spin: 0.0 kcal/mol
LUMO energy (alpha / beta): -4.43 / -4.31 eV
Electronic energy: -107684.26909 eV
HOMO (alpha / beta): -11.4 / -11.4 eV
Net charge: +1

Here are the Löwdin charges for atoms 1 to 4, given in e: 0.9132 1.1611 -0.2301 -0.4526



4.
Entry from OMol25: a cluster of 2 separate species, C58H67N4O4 in total at a distorted geometry (ωB97M-V/def2-TZVPD).

Cartesian coordinates (Å):
C -5.3105 2.8290 -0.2734
O -5.1907 1.3862 -0.1895
C -3.9617 0.8237 -0.0939
C -3.9076 -0.5487 0.2639
C -2.7068 -1.0928 0.6568
C -1.4754 -0.3626 0.6690
C -0.2825 -0.8985 1.2605
C 0.9794 -0.2871 0.9226
C 2.0539 -1.0284 0.3521
C 3.1653 -0.3969 -0.1592
C 3.3204 1.0112 -0.0335
O 4.4996 1.5316 -0.4674
C 4.7657 2.9433 -0.2794
C 2.2644 1.7736 0.5184
C 1.1720 1.1192 1.0619
C -1.5493 0.9012 -0.0100
C -2.7490 1.5164 -0.3187
H -6.3706 3.0110 -0.0934
H -4.6963 3.3321 0.4914
H -5.0334 3.1838 -1.2788
H -4.8475 -1.0990 0.2775
H -2.6668 -2.1492 0.8979
H -0.3196 -1.8649 1.7707
H 1.9438 -2.1119 0.2590
H 3.9757 -0.9488 -0.6342
H 5.8188 3.0480 -0.5445
H 4.1476 3.5586 -0.9537
H 4.6005 3.2541 0.7653
H 2.3231 2.8640 0.5320
H 0.4052 1.7164 1.5575
H -0.6448 1.4265 -0.2917
H -2.7501 2.5351 -0.7043
C -1.6622 -7.4596 5.2707
C -1.3574 -6.9739 3.8598
C 0.1614 -6.9082 3.6912
C -1.9355 -8.0487 2.9301
C -1.9376 -5.5772 3.4785
C -2.0770 -5.3323 2.1133
C -2.9078 -4.3134 1.6707
C -3.4368 -3.4090 2.5919
C -2.9750 -3.3610 3.8967
C -3.2718 -2.0902 4.7647
C -4.2588 -2.4418 5.8814
C -3.9257 -0.9473 3.9771
C -1.9762 -1.4711 5.2895
C -2.2745 -4.5070 4.3394
N -1.9060 -4.5903 5.7295
C -0.6734 -4.3599 6.2889
C 0.3278 -3.8150 5.5082
C 1.6419 -3.5336 6.0648
C 1.7697 -2.4715 7.0035
C 2.8561 -2.4297 7.8475
C 3.8853 -3.3862 7.6818
N 4.6941 -3.6614 8.8157
O 5.4510 -4.6577 8.8131
O 4.5716 -2.9199 9.8182
C 3.8798 -4.3010 6.6034
C 2.8056 -4.2851 5.7330
N -0.7923 -4.7930 7.6284
C 0.1189 -4.6645 8.7515
C 0.0441 -3.5481 9.6214
C -1.0309 -2.4162 9.7461
C -1.6356 -2.4649 11.1621
C -2.1933 -2.4540 8.7732
C -0.3501 -1.0566 9.5434
C 1.0640 -3.3935 10.5813
C 2.1272 -4.2731 10.6585
C 2.0964 -5.4421 9.9063
C 1.0408 -5.7177 9.0295
C 1.0095 -7.1475 8.4013
C 2.0448 -8.0858 9.0374
C 1.3402 -7.0363 6.9198
C -0.3354 -7.8544 8.5871
C -2.1183 -5.2485 7.7677
C -2.7639 -5.8082 8.9487
C -2.2934 -5.7722 10.2800
C -2.9960 -6.4511 11.2778
C -4.1784 -7.1358 10.9797
C -4.6520 -7.1716 9.6598
C -3.9606 -6.5060 8.6541
N -2.7902 -5.1354 6.6333
H -2.7248 -7.4033 5.5323
H -1.3523 -8.5156 5.3615
H -1.0820 -6.9138 6.0178
H 0.4296 -6.7085 2.6472
H 0.5700 -6.0915 4.3056
H 0.6228 -7.8546 4.0068
H -1.6108 -7.9277 1.8938
H -1.6078 -9.0408 3.2611
H -3.0307 -8.0322 2.9593
H -1.5969 -5.9915 1.3867
H -3.1112 -4.2071 0.6041
H -4.1504 -2.6590 2.2643
H -3.9491 -3.3024 6.4747
H -4.3942 -1.5822 6.5503
H -5.2321 -2.6883 5.4392
H -3.2961 -0.6066 3.1496
H -4.9169 -1.2080 3.5959
H -4.0580 -0.0912 4.6530
H -1.3701 -1.1032 4.4480
H -2.2002 -0.6341 5.9686
H -1.3614 -2.1935 5.8246
H 0.0887 -3.5939 4.4706
H 0.9964 -1.6964 7.0196
H 2.9234 -1.7395 8.6872
H 4.7203 -4.9873 6.5181
H 2.8112 -4.8792 4.8064
H -0.8795 -2.3059 11.9382
H -2.4022 -1.6856 11.2666
H -2.1155 -3.4348 11.3394
H -1.8521 -2.5113 7.7327
H -2.8880 -3.2757 8.9819
H -2.7731 -1.5199 8.8697
H -0.0149 -0.9468 8.5046
H -1.0638 -0.2490 9.7635
H 0.5218 -0.9231 10.1927
H 1.0491 -2.5495 11.2684
H 2.9451 -4.0943 11.3525
H 2.9156 -6.1432 10.0435
H 1.8750 -8.1763 10.1168
H 1.9469 -9.0899 8.6019
H 3.0726 -7.7517 8.8534
H 0.7318 -6.2536 6.4588
H 2.3888 -6.7468 6.7748
H 1.1628 -7.9854 6.3905
H -1.1320 -7.3813 8.0126
H -0.2604 -8.8972 8.2394
H -0.6270 -7.8588 9.6443
H -1.3781 -5.2391 10.5224
H -2.5976 -6.4396 12.2935
H -4.7248 -7.6444 11.7729
H -5.5530 -7.7140 9.3929
H -4.2890 -6.5105 7.6121

Frontier orbital gap: 0.1307 hartree
2S+1: 1
ΔE to the lowest compared entry with this formula, charge and spin: 0.5 kcal/mol
LUMO energy: -5.24 eV
Electronic energy: -75371.83331 eV
HOMO: -8.8 eV
Net charge: +1

Here are the Löwdin charges for atoms 1 to 4, given in e: -0.0251 -0.0399 -0.2135 0.0355